(1)
Molecular formula: C5H16N2O
Method: DFT, ωB97M-V with the def2-TZVPD basis set

Bonds (Å) are listed after each position.
Cartesian coordinates (Å):
1 C -1.08408 -1.71140 -0.99650  C2 1.529, H8 1.082, H9 1.159, H10 1.095
2 C -0.63769 -0.34274 -1.51284  C1 1.529, N3 1.462, C4 1.598, H11 1.180
3 N -1.64518 0.32530 -2.33512  C2 1.462, H12 0.972, H13 1.033
4 C -0.32540 0.54282 -0.22010  C2 1.598, N5 1.481, H14 1.074, H15 1.113
5 N 1.09517 0.66644 0.18034  C4 1.481, C6 1.519, C7 1.461
6 C 1.93572 1.55887 -0.71681  N5 1.519, H16 1.068, H17 1.180, H18 1.075
7 C 1.35852 0.94270 1.59054  N5 1.461, H19 1.101, H20 1.110, H21 1.093
8 H -1.99217 -2.07493 -1.45905  C1 1.082
9 H -0.28392 -2.45970 -1.37517  C1 1.159
10 H -1.26416 -1.57788 0.07511  C1 1.095
11 H 0.35240 -0.44123 -2.14728  C2 1.180
12 H -2.51820 0.51282 -1.95055  N3 0.972
13 H -1.88527 -0.21832 -3.17994  N3 1.033
14 H -0.68688 1.55157 -0.14374  C4 1.074
15 H -0.89935 0.06308 0.60445  C4 1.113
16 H 1.48601 1.78317 -1.65899  C6 1.068
17 H 2.15039 2.56997 -0.14772  C6 1.180
18 H 2.93218 1.16666 -0.61715  C6 1.075
19 H 1.09532 0.15969 2.31813  C7 1.101
20 H 0.97769 1.90966 1.98058  C7 1.110
21 H 2.43358 1.10031 1.71083  C7 1.093
22 O -0.59772 -1.63363 3.32512  H23 0.932, H24 1.005
23 H -0.47087 -2.54536 3.17976  O22 0.932
24 H -0.27736 -1.31410 2.42737  O22 1.005

Calculated values
SMILES string: C[C@@H](N)CN(C)C.O
LUMO level: 0.9 eV
ΔE to the lowest compared entry with this formula, charge and spin: 56.9 kcal per mole
E: -384.7674 Ha
orbital gap: 0.33351 Eh

***

(2)
Molecular formula: C4H9B
Method: DFT, ωB97M-V with the def2-TZVPD basis set

Bonds (Å) are listed after each position.
Cartesian coordinates (Å):
1 B -0.22002 -0.70525 0.14617  C2 1.571, C5 1.514
2 C -1.78226 -0.59496 0.02349  B1 1.571, C3 1.455, H6 1.181, H7 1.137
3 C -2.16911 0.15943 -1.15881  C2 1.455, H8 1.140, H9 1.067
4 C 2.16807 0.06162 0.95493  C5 1.544, H10 1.069, H11 1.148, H12 1.085
5 C 1.02967 0.11706 -0.08678  B1 1.514, C4 1.544, H13 1.149, H14 1.033
6 H -2.49948 -1.49617 0.28348  C2 1.181
7 H -2.06776 0.17114 0.81412  C2 1.137
8 H -1.91044 1.26863 -1.11898  C3 1.140
9 H -1.90120 -0.27318 -2.09673  C3 1.067
10 H 2.58875 -0.92028 0.90387  C4 1.069
11 H 2.90494 0.91878 0.75646  C4 1.148
12 H 1.80845 0.33406 1.94117  C4 1.085
13 H 0.57391 1.12716 -0.38903  C5 1.149
14 H 1.47647 -0.16803 -0.97337  C5 1.033

Calculated values
LUMO level (spin up / spin down): 0.2 / 0.1 eV
ΔE to the lowest compared entry with this formula, charge and spin: 92.1 kcal per mole
E: -182.4713 Ha
orbital gap (spin up / spin down): 0.29889 / 0.24324 Eh

***

(3)
Molecular formula: C6H10O
Method: DFT, ωB97M-V with the def2-TZVPD basis set

Bonds (Å) are listed after each position.
Cartesian coordinates (Å):
1 C 1.30261 -0.65674 0.79723  C2 1.485, C7 1.520, H8 1.088, H9 1.097
2 C 0.92138 -0.26794 -0.58426  C1 1.485, C3 1.527, C7 1.551, H10 1.087
3 C -0.29980 -1.06414 -1.03774  C2 1.527, C4 1.532, H11 1.092, H12 1.095
4 C -1.11557 -0.25937 -0.02149  C3 1.532, C5 1.481, O6 1.411, C7 1.542
5 C -2.41010 0.38096 -0.34995  C4 1.481, O6 1.427, H13 1.093, H14 1.101
6 O -2.31061 -0.67664 0.60228  C4 1.411, C5 1.427
7 C 0.15520 0.32592 0.62654  C1 1.520, C2 1.551, C4 1.542, H15 1.089
8 H 1.15144 -1.64800 1.21956  C1 1.088
9 H 2.29613 -0.25576 1.03478  C1 1.097
10 H 1.60852 0.25150 -1.24799  C2 1.087
11 H -0.54321 -0.93577 -2.09438  C3 1.092
12 H -0.26183 -2.12248 -0.75782  C3 1.095
13 H -2.69678 1.36172 0.03784  C5 1.093
14 H -2.95617 0.10566 -1.26521  C5 1.101
15 H 0.15361 1.26692 1.17498  C7 1.089
16 H 2.74164 1.96332 1.18263  H17 0.741
17 H 2.26353 2.23084 0.68300  H16 0.741

Calculated values
SMILES string: C1[C@H]2C[C@]3(CO3)[C@@H]12.[H][H]
LUMO level: 1.1 eV
ΔE to the lowest compared entry with this formula, charge and spin: 84.0 kcal per mole
E: -309.7085 Ha
orbital gap: 0.39967 Eh

***

(4)
Molecular formula: C4H13NO3
Method: DFT, ωB97M-V with the def2-TZVPD basis set

Bonds (Å) are listed after each position.
Cartesian coordinates (Å):
1 C 1.01253 -1.43346 -1.24819  C2 1.527, H7 1.094, H8 1.087, H9 1.101
2 C -0.38683 -1.89285 -0.84550  C1 1.527, C3 1.538, H10 1.086, H11 1.093
3 C -1.42147 -0.76421 -0.69555  C2 1.538, N4 1.460, H12 1.081, H13 1.088
4 N -1.12917 0.42510 -1.49017  C3 1.460, C5 1.348, H14 1.004
5 C -1.06624 1.65881 -0.95050  N4 1.348, O6 1.211, H15 1.097
6 O -1.27421 1.92353 0.21326  C5 1.211
7 H 1.71825 -2.24883 -1.43443  C1 1.094
8 H 1.45240 -0.66785 -0.61369  C1 1.087
9 H 0.95992 -0.96503 -2.24300  C1 1.101
10 H -0.32066 -2.43014 0.09593  C2 1.086
11 H -0.72578 -2.57793 -1.62681  C2 1.093
12 H -1.47043 -0.40745 0.32421  C3 1.081
13 H -2.40202 -1.15481 -0.95940  C3 1.088
14 H -1.09672 0.27868 -2.48321  N4 1.004
15 H -0.78174 2.42161 -1.68524  C5 1.097
16 O 2.51540 2.37673 1.41674  H17 0.962, H18 0.968
17 H 2.04199 3.18338 1.19011  O16 0.962
18 H 1.85414 1.81066 1.84011  O16 0.968
19 O 0.47509 0.05173 3.98368  H20 0.963, H21 0.969
20 H 0.52293 0.30934 3.05697  O19 0.963
21 H -0.47737 0.10300 4.15470  O19 0.969

Calculated values
SMILES string: CCCNC=O.O.O
LUMO level: 0.6 eV
ΔE to the lowest compared entry with this formula, charge and spin: 23.7 kcal per mole
E: -440.6774 Ha
orbital gap: 0.39157 Eh